{"formula": "C9H10N2O3S", "method": "ωB97M-V/def2-TZVPD", "energy_ev": -29445.92247, "orbital_gap_ev": [7.7, 7.1], "de_lowest_kcal_mol": 152.1, "e_homo_ev": [-8.6, -7.8], "species": ["C", "C", "C", "C", "C", "C", "C", "C", "C", "N", "N", "O", "O", "O", "S", "H", "H", "H", "H", "H", "H", "H", "H", "H", "H"], "coordinates": [[0.911, -3.351, -1.508], [-0.319, -3.043, -1.954], [1.494, -2.400, -0.751], [-0.965, -1.853, -1.787], [1.557, -0.277, 0.590], [0.830, -1.262, -0.254], [-0.449, -0.958, -0.817], [1.194, 0.934, 0.795], [-2.164, 2.193, -0.604], [-1.069, 0.150, -0.418], [-0.285, 2.293, 2.473], [2.126, 1.681, 3.130], [1.712, 3.461, 1.475], [-1.847, 0.865, -1.157], [1.359, 2.162, 2.034], [1.355, -4.231, -1.793], [-0.766, -3.889, -2.478], [2.519, -2.468, -0.433], [-1.980, -1.781, -2.089], [2.380, -0.644, 1.224], [-3.112, 2.549, -1.104], [-1.248, 2.702, -0.841], [-2.152, 1.957, 0.535], [-0.602, 1.925, 3.367], [-0.478, 3.284, 2.362]], "atomic_forces_ev_per_a": [[0.14, 1.56, 0.57], [-2.03, -1.66, -1.84], [1.21, 1.63, 2.27], [0.08, -0.16, 1.53], [0.21, -2.46, 0.31], [0.39, 0.30, -1.20], [0.27, -0.67, -1.68], [-1.27, 2.73, 0.30], [0.23, -2.32, 1.79], [1.31, 1.75, 3.77], [1.03, 0.48, -0.62], [0.36, -0.66, 0.55], [-0.67, -1.61, 0.16], [-1.56, -0.37, -2.75], [-0.97, 1.18, -0.58], [1.17, -1.85, -0.44], [-0.53, 0.60, -0.31], [0.36, -0.35, 0.15], [-0.61, 0.43, -0.49], [-0.12, -0.15, -0.38], [1.27, -0.43, 0.80], [-0.01, 1.11, -0.06], [-0.58, 1.07, -1.82], [0.61, -0.04, -0.20], [-0.27, -0.14, 0.17]]}



{"formula": "C34H48BBrKN8O2S", "method": "ωB97M-V/def2-TZVPD", "energy_ev": -149937.88526, "charge": -1, "orbital_gap_ev": 6.4, "de_lowest_kcal_mol": 15.6, "e_homo_ev": -4.3, "species": ["K", "C", "C", "C", "C", "N", "N", "B", "N", "N", "C", "C", "C", "C", "C", "C", "C", "C", "N", "N", "C", "C", "C", "C", "C", "C", "C", "C", "C", "C", "C", "C", "H", "H", "H", "H", "H", "H", "H", "H", "H", "H", "H", "H", "H", "H", "H", "H", "H", "H", "H", "H", "H", "H", "H", "H", "H", "H", "H", "H", "H", "H", "H", "H", "H", "H", "H", "H", "H", "H", "H", "H", "O", "N", "C", "C", "C", "C", "C", "S", "H", "H", "H", "H", "O", "C", "C", "C", "N", "C", "Br", "C", "H", "H", "H", "H"], "coordinates": [[0.885, -1.772, 0.074], [-0.298, 3.726, -2.221], [0.536, 2.486, -2.301], [1.342, 2.063, -3.342], [1.837, 0.811, -2.939], [1.361, 0.496, -1.745], [0.569, 1.520, -1.354], [0.001, 1.389, 0.088], [-1.302, 2.230, 0.213], [-2.287, 1.750, -0.585], [-3.358, 2.496, -0.370], [-3.081, 3.481, 0.593], [-1.760, 3.266, 0.946], [-0.956, 4.023, 1.950], [-4.637, 2.191, -1.116], [-4.365, 2.245, -2.624], [-5.716, 3.212, -0.757], [-5.116, 0.784, -0.742], [1.162, 1.585, 1.097], [1.509, 0.469, 1.799], [2.563, 0.788, 2.535], [2.955, 2.108, 2.273], [2.061, 2.568, 1.331], [2.144, 3.845, 0.559], [3.212, -0.239, 3.435], [4.002, -1.236, 2.578], [2.135, -0.992, 4.224], [4.173, 0.449, 4.405], [2.766, -0.108, -3.694], [3.101, -1.344, -2.859], [4.061, 0.648, -4.019], [2.094, -0.549, -5.001], [-0.151, 4.309, -3.131], [-0.040, 4.355, -1.366], [-1.354, 3.475, -2.131], [1.526, 2.593, -4.264], [-0.365, 0.258, 0.238], [-3.736, 4.230, 1.005], [-1.632, 4.536, 2.634], [-0.344, 4.784, 1.464], [-0.300, 3.370, 2.522], [-4.039, 3.246, -2.919], [-5.270, 1.997, -3.186], [-3.576, 1.541, -2.887], [-5.395, 4.224, -1.011], [-5.944, 3.184, 0.311], [-6.635, 2.996, -1.307], [-4.347, 0.051, -0.986], [-6.032, 0.536, -1.287], [-5.319, 0.720, 0.329], [3.797, 2.652, 2.670], [3.196, 4.097, 0.421], [1.671, 4.684, 1.068], [1.698, 3.734, -0.427], [3.338, -1.808, 1.932], [4.522, -1.957, 3.216], [4.741, -0.716, 1.963], [1.422, -1.459, 3.544], [1.584, -0.306, 4.873], [2.589, -1.773, 4.840], [4.974, 0.963, 3.869], [4.631, -0.293, 5.063], [3.649, 1.181, 5.023], [3.564, -1.061, -1.912], [3.795, -1.987, -3.408], [2.202, -1.925, -2.649], [4.555, 0.968, -3.100], [3.854, 1.536, -4.618], [4.747, 0.007, -4.578], [1.173, -1.095, -4.791], [2.760, -1.203, -5.571], [1.844, 0.314, -5.621], [-0.671, -2.882, 1.925], [-0.296, -3.570, 2.966], [-1.084, -3.520, 4.066], [-0.794, -4.202, 5.217], [0.369, -4.979, 5.246], [1.165, -5.021, 4.132], [0.866, -4.312, 2.945], [1.869, -4.356, 1.572], [-1.947, -2.884, 3.940], [-1.456, -4.121, 6.066], [0.641, -5.534, 6.134], [2.074, -5.604, 4.114], [-4.491, -4.587, -3.188], [-3.311, -4.252, -2.605], [-3.230, -3.647, -1.354], [-1.983, -3.342, -0.846], [-0.846, -3.586, -1.511], [-0.958, -4.174, -2.680], [0.667, -4.565, -3.597], [-2.145, -4.541, -3.296], [-5.214, -4.310, -2.614], [-4.122, -3.419, -0.783], [-1.874, -2.915, 0.146], [-2.173, -5.022, -4.261]], "atomic_forces_ev_per_a": [[0.11, -0.13, 0.07], [0.06, -0.03, 0.00], [-0.11, -0.20, 0.03], [0.01, 0.09, -0.01], [-0.02, -0.01, 0.01], [0.10, -0.03, -0.02], [-0.04, 0.17, -0.09], [-0.06, -0.24, -0.22], [-0.04, 0.08, 0.05], [-0.04, 0.04, -0.03], [0.06, -0.06, -0.06], [0.03, -0.02, 0.05], [0.04, 0.02, 0.03], [-0.02, 0.02, -0.06], [0.02, 0.04, 0.00], [0.01, 0.01, 0.03], [0.01, -0.02, 0.01], [0.00, 0.03, -0.02], [0.08, -0.18, 0.01], [-0.23, 0.23, 0.44], [-0.07, -0.23, -0.08], [0.12, 0.10, 0.03], [0.02, 0.09, -0.22], [-0.03, 0.00, 0.02], [-0.02, -0.04, 0.01], [0.02, 0.02, 0.04], [0.02, 0.02, -0.07], [-0.03, 0.02, 0.00], [0.02, -0.04, 0.01], [0.00, 0.03, -0.02], [-0.02, -0.01, 0.00], [0.01, 0.00, 0.02], [0.00, 0.01, 0.02], [-0.03, -0.01, -0.03], [-0.06, 0.00, 0.00], [-0.01, 0.01, -0.01], [-0.01, 0.16, -0.01], [-0.01, 0.00, 0.01], [0.01, -0.02, 0.03], [0.02, 0.02, 0.04], [0.03, -0.01, 0.03], [0.00, -0.01, -0.01], [0.00, -0.01, -0.01], [0.00, 0.00, -0.02], [-0.01, 0.01, 0.00], [0.00, 0.00, 0.00], [-0.01, 0.01, 0.00], [0.01, -0.01, 0.01], [0.00, -0.01, 0.01], [0.00, -0.01, 0.01], [0.00, 0.00, 0.00], [-0.01, 0.03, -0.02], [-0.02, 0.02, 0.01], [0.03, 0.02, 0.04], [-0.01, -0.02, -0.02], [0.01, 0.00, -0.01], [0.00, 0.00, -0.01], [0.00, -0.01, 0.01], [0.00, -0.01, 0.01], [0.00, 0.00, 0.01], [0.01, 0.00, 0.01], [0.00, 0.00, 0.01], [0.01, 0.01, 0.01], [-0.01, -0.01, 0.00], [0.00, 0.00, 0.00], [0.01, -0.01, 0.00], [0.01, 0.01, 0.00], [0.01, 0.00, 0.00], [0.00, 0.00, -0.01], [0.00, 0.00, 0.00], [0.00, 0.00, 0.00], [0.00, 0.00, 0.00], [0.00, 0.09, -0.07], [0.00, -0.02, 0.01], [-0.02, 0.01, 0.03], [0.06, -0.04, 0.00], [-0.07, 0.04, 0.02], [0.03, -0.01, -0.02], [0.04, 0.01, -0.01], [0.03, -0.09, 0.02], [0.00, 0.00, -0.02], [-0.01, 0.00, 0.00], [0.01, 0.00, 0.00], [0.00, 0.00, 0.00], [-0.02, 0.01, 0.03], [0.06, 0.03, 0.06], [-0.07, -0.03, -0.07], [0.04, -0.04, -0.05], [-0.01, -0.01, -0.10], [-0.07, 0.01, 0.00], [-0.02, 0.06, 0.02], [0.03, 0.06, 0.11], [0.00, 0.00, 0.00], [0.00, 0.00, 0.00], [0.01, 0.00, -0.02], [0.02, 0.00, -0.01]]}



{"formula": "C6H26N2O5", "method": "ωB97M-V/def2-TZVPD", "smiles": "CCC[C@@H](CN)NC.O.O.O.O.O", "energy_ev": -19859.04241, "orbital_gap_ev": 8.8, "de_lowest_kcal_mol": 79.3, "e_homo_ev": -8.5, "species": ["C", "N", "C", "C", "C", "C", "C", "N", "H", "H", "H", "H", "H", "H", "H", "H", "H", "H", "H", "H", "H", "H", "H", "H", "H", "H", "O", "H", "H", "O", "H", "H", "O", "H", "H", "O", "H", "H", "O"], "coordinates": [[-1.628, -0.080, -1.376], [-0.218, 0.185, -1.214], [0.229, 0.197, 0.245], [-0.196, -1.043, 1.026], [-0.941, -0.545, 2.349], [-1.430, -1.552, 3.329], [1.791, 0.147, 0.263], [2.483, 1.369, 0.031], [-2.071, 0.624, -2.024], [-2.139, 0.016, -0.442], [-1.805, -1.127, -1.685], [0.246, -0.626, -1.720], [-0.068, 1.165, 0.780], [-1.011, -1.646, 0.517], [0.603, -1.683, 1.422], [-1.817, 0.114, 1.925], [-0.307, 0.282, 2.866], [-1.697, -1.398, 4.291], [-0.543, -2.293, 3.330], [-2.317, -2.048, 2.868], [2.134, -0.601, -0.529], [2.048, -0.265, 1.229], [2.684, 1.771, -0.923], [3.290, 1.349, 0.567], [0.368, 2.372, -1.961], [0.648, 3.150, -3.292], [0.436, 3.238, -2.347], [1.887, -1.881, -3.046], [0.868, -2.785, -3.736], [1.457, -2.080, -3.932], [1.536, 3.224, 2.445], [1.874, 1.949, 3.096], [1.006, 2.397, 2.752], [-0.860, -4.609, -1.093], [-1.293, -3.545, -2.276], [-0.948, -3.692, -1.340], [-1.186, 3.306, -1.559], [-1.691, 3.657, -0.126], [-1.421, 2.988, -0.709]], "atomic_forces_ev_per_a": [[-0.10, -1.10, 0.44], [1.69, -0.87, 0.44], [1.37, 0.01, -1.05], [-2.96, -0.16, 2.19], [-0.35, 4.42, -0.82], [1.64, -3.59, -4.15], [-0.88, -0.90, -2.12], [-0.57, 1.87, -1.36], [-0.62, 0.63, -1.04], [-0.41, 0.21, 0.71], [-0.11, 0.50, -0.17], [-0.23, 1.49, 1.18], [0.10, -1.33, -1.12], [1.40, 0.37, 0.24], [0.06, -0.07, -0.80], [1.28, -1.14, 0.87], [-0.69, -1.48, -0.83], [-0.51, 1.54, 3.03], [-1.58, 0.44, 0.41], [0.70, -0.16, 0.29], [-0.64, 0.15, 0.96], [0.43, 0.20, 0.22], [-0.68, -1.25, 1.49], [1.85, 0.41, 0.76], [0.03, -1.30, 0.29], [-0.10, -0.24, 0.64], [0.55, 1.23, -1.40], [-0.76, -0.37, -1.69], [-0.79, -1.02, 0.26], [1.57, 1.37, 1.50], [-1.97, -1.63, 0.27], [-2.64, 0.47, -0.65], [4.55, 1.17, 0.46], [-0.22, -0.50, -0.55], [0.64, -1.04, 2.09], [-0.44, 1.56, -1.62], [0.39, 1.08, -1.02], [-0.46, 1.55, 0.78], [-0.55, -2.52, 0.85]]}



{"formula": "C32H26BrN7O11Se2Ti", "method": "ωB97M-V/def2-TZVPD", "energy_ev": -290408.11302, "charge": -2, "orbital_gap_ev": [4.9, 4.9], "de_lowest_kcal_mol": 4.0, "e_homo_ev": [-1.0, -1.0], "species": ["Ti", "C", "C", "C", "C", "N", "C", "C", "C", "C", "C", "C", "N", "C", "C", "C", "C", "C", "N", "H", "H", "H", "H", "H", "H", "H", "H", "H", "H", "H", "O", "C", "C", "C", "O", "C", "Se", "C", "Se", "H", "H", "H", "H", "H", "H", "H", "H", "H", "H", "O", "N", "O", "C", "C", "C", "C", "O", "C", "C", "N", "O", "O", "N", "O", "O", "H", "H", "Br", "C", "C", "N", "C", "C", "C", "C", "O", "O", "H", "H", "H"], "coordinates": [[-0.725, 0.858, -0.509], [-2.690, 0.520, 3.792], [-1.617, 0.680, 4.652], [-0.340, 0.398, 4.197], [-0.175, -0.008, 2.876], [-1.205, -0.119, 2.039], [-2.430, 0.116, 2.492], [1.169, -0.343, 2.307], [2.347, -0.018, 2.973], [3.553, -0.330, 2.376], [3.548, -0.998, 1.165], [2.324, -1.300, 0.576], [1.165, -0.957, 1.126], [2.278, -2.060, -0.707], [3.214, -1.814, -1.711], [3.142, -2.547, -2.881], [2.140, -3.495, -3.015], [1.254, -3.663, -1.961], [1.320, -2.977, -0.825], [-3.702, 0.746, 4.094], [-1.767, 1.032, 5.665], [0.507, 0.514, 4.858], [-3.226, 0.028, 1.763], [2.332, 0.528, 3.904], [4.484, -0.044, 2.847], [4.470, -1.284, 0.678], [3.938, -1.019, -1.592], [3.832, -2.353, -3.694], [2.022, -4.070, -3.924], [0.445, -4.382, -2.033], [-3.197, 0.266, -4.451], [-4.385, 0.562, -3.746], [-4.200, 1.125, -2.332], [-5.589, 1.705, -1.948], [-5.797, 1.980, -0.586], [-3.951, -0.014, -1.330], [-2.276, -1.052, -1.373], [-3.257, 2.349, -2.337], [-1.310, 2.211, -2.568], [-2.567, -0.096, -3.807], [-5.019, -0.335, -3.671], [-4.927, 1.295, -4.357], [-6.358, 0.975, -2.231], [-5.755, 2.604, -2.563], [-4.998, 2.347, -0.139], [-4.747, -0.748, -1.481], [-4.046, 0.368, -0.322], [-3.407, 2.927, -1.428], [-3.567, 2.973, -3.180], [-2.614, 5.828, 4.750], [-1.432, 5.547, 4.658], [-0.581, 5.991, 5.415], [-1.011, 4.632, 3.589], [-1.978, 4.112, 2.744], [-1.596, 3.206, 1.733], [-0.192, 2.885, 1.565], [0.197, 2.052, 0.630], [0.706, 3.478, 2.456], [0.329, 4.336, 3.494], [2.136, 3.218, 2.341], [2.796, 3.245, 3.381], [2.621, 3.015, 1.251], [-2.536, 2.702, 0.935], [-3.819, 2.978, 1.076], [-2.274, 1.599, 0.200], [-3.022, 4.354, 2.847], [1.060, 4.754, 4.162], [-1.002, -2.951, -5.529], [0.330, -1.638, -5.206], [1.284, -1.390, -6.180], [2.263, -0.504, -6.014], [2.303, 0.151, -4.854], [1.397, -0.050, -3.823], [0.370, -0.962, -4.003], [1.595, 0.662, -2.504], [2.380, 1.585, -2.424], [0.826, 0.223, -1.553], [1.254, -1.927, -7.121], [3.104, 0.868, -4.714], [-0.356, -1.136, -3.214]], "atomic_forces_ev_per_a": [[-1.01, 0.32, -0.66], [0.03, -0.01, 0.03], [-0.03, 0.00, -0.01], [-0.01, -0.01, -0.02], [0.04, -0.06, 0.03], [0.22, -0.03, 0.00], [-0.01, 0.04, -0.02], [-0.08, 0.06, -0.01], [0.03, 0.09, -0.04], [-0.03, 0.01, -0.01], [-0.01, -0.01, -0.02], [0.10, -0.02, -0.02], [-0.05, -0.01, 0.06], [0.01, -0.02, 0.02], [0.02, -0.07, 0.04], [0.03, -0.06, 0.02], [0.04, -0.03, 0.03], [0.01, -0.02, -0.01], [0.00, 0.02, 0.00], [-0.01, 0.00, 0.00], [0.00, 0.00, 0.00], [0.02, -0.02, 0.00], [-0.01, 0.02, 0.00], [-0.01, 0.02, 0.03], [0.01, -0.01, 0.01], [0.01, 0.00, 0.01], [0.02, 0.00, -0.01], [0.00, 0.00, 0.00], [0.00, 0.00, 0.00], [-0.01, 0.00, -0.01], [0.00, -0.03, 0.01], [0.00, -0.01, 0.00], [-0.03, 0.01, 0.03], [-0.02, -0.02, 0.04], [-0.05, -0.05, -0.07], [0.01, 0.01, -0.03], [0.05, 0.08, 0.12], [-0.03, 0.01, 0.00], [0.23, -0.31, 0.36], [0.02, 0.01, 0.00], [-0.01, 0.01, -0.01], [0.01, 0.01, 0.00], [0.00, 0.00, -0.03], [0.01, 0.00, 0.01], [0.06, 0.08, 0.04], [0.01, 0.00, 0.00], [0.00, -0.02, 0.00], [-0.01, 0.00, -0.01], [-0.01, 0.00, 0.01], [-0.02, 0.00, 0.01], [0.03, -0.01, -0.06], [-0.01, 0.00, 0.01], [-0.02, 0.04, 0.03], [0.03, -0.05, -0.01], [0.06, 0.08, 0.14], [-0.05, -0.05, -0.05], [0.24, 0.04, 0.16], [-0.10, 0.03, 0.05], [0.01, -0.02, -0.03], [0.13, -0.03, 0.03], [-0.03, -0.06, -0.03], [-0.01, -0.02, 0.00], [-0.05, 0.03, -0.15], [-0.06, 0.00, 0.06], [0.45, -0.28, -0.14], [0.00, -0.01, 0.00], [0.00, -0.01, 0.00], [0.02, 0.02, 0.01], [-0.03, 0.05, -0.02], [-0.02, -0.02, 0.00], [0.01, 0.02, -0.01], [-0.01, -0.01, 0.00], [0.16, -0.15, 0.04], [0.01, 0.01, -0.01], [-0.62, 0.47, -0.23], [0.24, -0.24, 0.08], [0.09, 0.17, 0.27], [0.00, -0.01, 0.00], [0.00, 0.01, 0.00], [0.00, 0.00, -0.04]]}